{"formula": "C32H106FN2O20PSi", "method": "the ωB97M-V functional and the def2-TZVPD basis", "species": ["C", "C", "P", "C", "C", "Si", "C", "C", "C", "N", "C", "C", "C", "N", "C", "C", "F", "H", "H", "H", "H", "H", "H", "H", "H", "H", "H", "H", "H", "H", "H", "H", "H", "H", "H", "H", "H", "H", "H", "H", "H", "H", "H", "C", "O", "H", "H", "H", "H", "C", "O", "H", "H", "H", "H", "C", "O", "H", "H", "H", "H", "C", "O", "H", "H", "H", "H", "C", "O", "H", "H", "H", "H", "C", "O", "H", "H", "H", "H", "C", "O", "H", "H", "H", "H", "C", "O", "H", "H", "H", "H", "C", "O", "H", "H", "H", "H", "C", "O", "H", "H", "H", "H", "C", "O", "H", "H", "H", "H", "C", "O", "H", "H", "H", "H", "C", "O", "H", "H", "H", "H", "C", "O", "H", "H", "H", "H", "C", "O", "H", "H", "H", "H", "C", "O", "H", "H", "H", "H", "C", "O", "H", "H", "H", "H", "C", "O", "H", "H", "H", "H", "C", "O", "H", "H", "H", "H", "C", "O", "H", "H", "H", "H"], "xyz": [[-2.843, -2.563, -1.955], [-2.926, -1.092, -1.512], [-1.720, -0.022, -2.420], [-1.968, 1.674, -1.690], [-2.715, 1.803, -0.343], [0.371, -0.701, -1.883], [1.436, 0.852, -1.648], [2.875, 0.867, -2.159], [3.807, -0.317, -1.982], [3.359, 1.873, -2.776], [0.294, -1.851, -0.372], [1.024, -1.441, 0.889], [0.350, -1.859, 2.189], [2.126, -0.800, 0.849], [0.924, -1.649, -3.469], [0.617, -3.137, -3.467], [0.203, -1.078, -4.558], [-2.557, -2.661, -3.007], [-3.822, -3.045, -1.849], [-2.141, -3.136, -1.343], [-2.798, -1.008, -0.427], [-3.920, -0.690, -1.733], [-2.550, 2.219, -2.442], [-1.007, 2.188, -1.629], [-2.442, 1.027, 0.375], [-3.789, 1.817, -0.523], [-2.452, 2.774, 0.094], [1.424, 1.135, -0.589], [0.911, 1.645, -2.196], [4.386, -0.434, -2.903], [4.513, -0.148, -1.164], [3.295, -1.254, -1.767], [2.670, 2.623, -2.845], [-0.762, -1.952, -0.090], [0.609, -2.872, -0.639], [1.120, -2.041, 2.946], [-0.201, -2.797, 2.044], [-0.340, -1.088, 2.539], [2.478, -0.652, 1.795], [1.964, -1.457, -3.708], [1.393, -3.733, -2.973], [0.532, -3.491, -4.499], [-0.332, -3.359, -2.964], [2.876, -0.130, -6.335], [4.156, -0.618, -6.702], [2.131, -0.848, -6.675], [2.798, -0.036, -5.248], [2.657, 0.841, -6.789], [4.804, 0.014, -6.359], [7.233, 1.765, -5.419], [6.445, 0.584, -5.528], [7.029, 2.371, -6.299], [6.966, 2.339, -4.529], [8.297, 1.527, -5.379], [6.600, 0.041, -4.749], [9.646, 2.206, -1.948], [9.872, 2.042, -3.343], [8.932, 3.019, -1.838], [9.220, 1.306, -1.498], [10.563, 2.474, -1.418], [10.506, 1.329, -3.461], [6.621, -1.834, 0.379], [6.634, -1.951, -1.040], [5.956, -1.009, 0.629], [6.238, -2.742, 0.852], [7.617, -1.617, 0.777], [7.199, -2.694, -1.270], [-6.250, 0.192, 1.033], [-5.836, 0.711, -0.234], [-5.740, 0.783, 1.792], [-7.328, 0.297, 1.166], [-5.981, -0.855, 1.161], [-6.298, 0.217, -0.917], [-6.752, 4.426, 0.273], [-5.482, 3.900, 0.651], [-6.842, 5.411, 0.725], [-6.834, 4.529, -0.812], [-7.574, 3.803, 0.628], [-5.417, 3.027, 0.249], [-2.712, 2.023, -5.786], [-2.871, 0.615, -5.767], [-3.282, 2.401, -6.633], [-3.098, 2.488, -4.874], [-1.664, 2.312, -5.915], [-2.366, 0.276, -5.017], [-11.039, 5.306, -0.253], [-10.033, 4.340, 0.031], [-10.566, 6.110, -0.812], [-11.840, 4.878, -0.859], [-11.474, 5.712, 0.662], [-10.455, 3.622, 0.511], [-2.784, -0.364, 4.744], [-1.388, -0.622, 4.661], [-3.147, -0.246, 3.724], [-3.325, -1.190, 5.211], [-2.990, 0.556, 5.293], [-1.044, -0.733, 5.551], [-14.611, 4.363, 2.025], [-13.340, 3.869, 1.618], [-15.128, 4.684, 1.124], [-15.208, 3.588, 2.512], [-14.515, 5.219, 2.698], [-12.871, 3.575, 2.404], [-1.875, -3.212, -6.791], [-2.991, -3.149, -5.911], [-1.860, -4.208, -7.230], [-1.961, -2.473, -7.592], [-0.937, -3.043, -6.257], [-3.015, -2.261, -5.539], [9.131, 3.214, -8.500], [10.182, 2.417, -7.956], [9.602, 4.040, -9.027], [8.520, 2.647, -9.204], [8.503, 3.626, -7.708], [9.784, 1.685, -7.477], [2.837, -4.247, 1.047], [4.023, -4.818, 1.597], [3.144, -3.364, 0.490], [2.319, -4.931, 0.370], [2.152, -3.933, 1.838], [3.781, -5.596, 2.106], [11.430, 5.003, -5.361], [10.619, 5.086, -6.523], [11.245, 5.901, -4.776], [11.172, 4.131, -4.752], [12.495, 4.965, -5.610], [10.778, 4.289, -7.043], [4.738, -2.085, 4.350], [3.775, -2.205, 3.307], [4.503, -1.182, 4.908], [4.701, -2.932, 5.036], [5.750, -1.995, 3.945], [3.979, -3.008, 2.813], [6.219, -0.592, 7.518], [5.564, -1.853, 7.546], [5.868, -0.065, 6.634], [5.980, 0.008, 8.400], [7.305, -0.702, 7.451], [5.877, -2.322, 8.328], [-7.202, -2.080, 4.239], [-7.244, -2.343, 2.834], [-7.807, -1.196, 4.416], [-7.608, -2.913, 4.813], [-6.185, -1.872, 4.580], [-6.725, -3.129, 2.650], [4.668, -2.665, 11.211], [6.043, -2.890, 10.906], [4.146, -2.526, 10.267], [4.233, -3.520, 11.734], [4.537, -1.766, 11.820], [6.511, -3.004, 11.737], [-8.022, -5.188, 6.826], [-7.465, -3.926, 7.171], [-8.582, -5.047, 5.905], [-7.247, -5.940, 6.650], [-8.707, -5.553, 7.595], [-6.966, -4.030, 7.985], [-6.298, 1.507, 6.805], [-6.558, 0.936, 5.529], [-6.414, 0.710, 7.536], [-5.281, 1.902, 6.877], [-7.005, 2.304, 7.044], [-6.465, 1.626, 4.866]], "forces_ev_per_angstrom": [[-0.29, 0.03, 0.01], [0.14, -0.18, 0.24], [-0.28, 0.22, -0.49], [-0.27, 0.15, 0.24], [0.42, 0.44, -0.33], [0.20, 0.10, 0.23], [0.02, 0.08, -0.29], [0.11, 0.10, -0.18], [-0.11, 0.04, -0.07], [-0.10, -0.26, 0.14], [0.04, 0.02, 0.21], [0.14, 0.15, 0.32], [0.44, -0.30, -0.31], [-0.45, -0.26, -0.13], [-0.48, -0.03, -0.01], [-0.11, -0.25, 0.06], [0.13, -0.03, 0.09], [-0.02, 0.00, 0.12], [0.16, 0.03, 0.02], [0.02, 0.10, -0.15], [-0.09, -0.06, -0.12], [0.17, 0.03, -0.01], [0.15, -0.02, 0.09], [-0.03, -0.16, -0.06], [-0.13, 0.05, -0.06], [0.13, -0.35, 0.22], [-0.11, -0.15, 0.05], [0.00, -0.18, -0.09], [0.10, -0.02, 0.10], [-0.02, 0.03, 0.15], [-0.16, 0.06, -0.08], [-0.09, 0.03, 0.08], [-0.01, -0.02, -0.01], [0.08, -0.04, -0.17], [0.04, 0.15, 0.02], [-0.17, 0.22, 0.04], [-0.05, 0.21, 0.05], [0.04, -0.11, 0.00], [0.08, -0.10, -0.01], [0.29, -0.09, 0.02], [-0.01, 0.25, -0.03], [0.10, 0.04, 0.10], [0.12, 0.05, -0.14], [0.12, -0.17, 0.04], [-0.18, 0.20, -0.01], [-0.01, 0.01, 0.00], [-0.12, 0.10, 0.02], [-0.01, 0.01, 0.00], [0.20, -0.17, -0.05], [-0.09, -0.03, 0.03], [0.09, 0.00, -0.02], [-0.03, -0.02, -0.01], [0.04, 0.03, 0.00], [0.02, 0.07, 0.03], [-0.07, 0.02, 0.00], [-0.02, 0.00, -0.05], [0.05, -0.05, 0.04], [0.00, 0.00, 0.01], [-0.01, 0.01, 0.01], [0.00, 0.01, 0.01], [0.02, 0.01, -0.01], [-0.04, -0.07, -0.04], [0.05, 0.04, 0.07], [0.00, 0.00, -0.01], [-0.02, 0.00, 0.03], [-0.01, 0.03, 0.00], [-0.02, -0.02, -0.04], [0.03, 0.13, -0.08], [-0.10, -0.02, 0.08], [-0.01, 0.00, 0.01], [0.00, -0.03, 0.07], [0.01, -0.01, -0.03], [-0.01, 0.07, -0.05], [0.17, -0.04, 0.04], [-0.12, -0.08, -0.07], [-0.02, 0.00, 0.00], [-0.05, 0.02, 0.00], [-0.03, 0.02, 0.00], [0.05, -0.06, 0.03], [-0.01, -0.09, -0.02], [-0.01, -0.05, -0.04], [0.00, 0.02, 0.00], [0.00, 0.02, 0.00], [0.00, 0.02, 0.00], [0.08, -0.02, 0.19], [0.02, -0.01, -0.05], [-0.08, 0.04, 0.04], [0.04, -0.02, 0.01], [-0.03, 0.04, 0.00], [-0.02, 0.03, -0.02], [0.00, -0.03, -0.03], [0.03, -0.01, -0.02], [-0.06, -0.01, 0.02], [0.00, 0.00, 0.01], [-0.02, 0.00, 0.01], [-0.06, 0.05, 0.02], [0.03, 0.01, 0.00], [0.04, -0.01, -0.05], [0.02, -0.02, 0.08], [-0.01, 0.00, 0.00], [-0.01, 0.00, 0.00], [-0.01, 0.01, 0.00], [0.00, -0.02, 0.01], [-0.07, 0.12, 0.06], [0.09, -0.03, 0.07], [-0.03, -0.01, 0.02], [0.04, -0.02, -0.02], [0.03, 0.00, -0.05], [-0.06, 0.05, -0.08], [-0.05, -0.04, -0.02], [0.04, 0.10, -0.03], [-0.01, 0.00, -0.03], [0.00, 0.00, 0.01], [-0.04, 0.04, -0.05], [0.01, 0.01, 0.04], [-0.04, 0.03, -0.07], [0.01, 0.09, 0.07], [-0.02, 0.00, 0.00], [0.07, -0.06, 0.02], [-0.05, -0.01, -0.06], [0.02, -0.01, 0.00], [-0.08, -0.01, -0.02], [0.14, -0.03, -0.02], [0.01, 0.00, 0.01], [0.00, 0.01, 0.02], [0.01, 0.01, 0.01], [-0.06, -0.08, 0.08], [-0.10, -0.05, -0.12], [0.03, -0.02, 0.03], [-0.01, 0.00, 0.02], [0.02, 0.03, 0.04], [0.03, 0.02, 0.03], [0.06, -0.03, -0.03], [-0.03, -0.06, 0.02], [0.07, 0.04, 0.10], [0.00, 0.01, 0.00], [0.00, 0.02, -0.01], [0.00, 0.01, -0.02], [0.00, -0.06, 0.03], [-0.01, -0.15, -0.19], [-0.01, 0.07, 0.01], [0.02, 0.02, 0.01], [0.01, 0.03, 0.06], [0.00, 0.03, 0.03], [0.00, -0.03, 0.07], [0.11, -0.02, 0.02], [-0.16, 0.06, -0.08], [0.00, 0.00, 0.00], [-0.05, 0.01, -0.02], [-0.04, 0.00, -0.01], [0.10, -0.01, -0.05], [0.02, 0.06, 0.02], [0.00, -0.09, 0.01], [0.00, -0.01, 0.00], [-0.01, -0.01, -0.01], [-0.01, -0.01, -0.01], [0.01, 0.03, 0.01], [-0.05, -0.04, -0.05], [0.07, 0.08, 0.04], [0.00, 0.00, 0.01], [0.02, 0.00, 0.00], [0.00, 0.00, 0.02], [-0.01, -0.01, -0.03]], "mulliken_charge": [-1.09, -0.65, 0.55, -0.57, -0.86, -1.17, -0.79, 0.37, -0.37, -0.71, -0.02, 0.13, -1.76, -0.24, 0.86, -1.52, -0.26, 0.16, 0.41, 0.18, 0.43, 0.55, 0.23, 0.48, 0.07, -0.03, 0.58, 0.43, 0.62, 0.13, 0.17, -0.07, 0.26, 0.29, 0.45, 0.37, 0.38, 0.45, 0.24, 0.38, 0.36, 0.41, 0.16, -0.04, -0.54, 0.18, -0.17, 0.33, 0.34, -0.25, -0.54, 0.16, 0.30, 0.04, 0.20, -0.55, -0.44, 0.23, 0.20, 0.29, 0.26, -0.59, -0.44, 0.24, 0.21, 0.37, 0.25, -0.65, -0.44, 0.26, 0.35, 0.33, 0.22, -0.54, -0.52, 0.28, 0.25, 0.20, 0.28, -0.56, -0.55, 0.29, 0.20, 0.25, 0.24, -0.52, -0.44, 0.24, 0.23, 0.23, 0.26, -0.41, -0.45, 0.07, 0.29, 0.28, 0.25, -0.56, -0.45, 0.22, 0.25, 0.27, 0.28, -0.30, -0.52, 0.29, 0.28, 0.00, 0.26, -0.67, -0.54, 0.33, 0.32, 0.28, 0.30, -0.52, -0.52, 0.03, 0.35, 0.39, 0.28, -0.33, -0.49, 0.23, 0.03, 0.27, 0.30, -0.67, -0.27, 0.16, 0.28, 0.28, 0.22, -0.55, -0.47, 0.22, 0.27, 0.28, 0.26, 0.10, -0.52, 0.17, -0.07, 0.05, 0.28, -0.50, -0.49, 0.20, 0.27, 0.26, 0.28, -0.56, -0.47, 0.21, 0.26, 0.27, 0.28, -0.59, -0.39, 0.22, 0.26, 0.27, 0.25], "lumo_ha": 0.0097}